*P*
9
Properties=species:S:1:pos:R:3:lowdin_charge:R:1 method="wB97M-V/def2-TZVPD" lumo_energy_ha=0.1154 orbital_gap_ev=6.17 charge=-1
C 3.042 1.686 0.856 -0.43
C 0.090 0.147 -0.405 -1.25
O 3.477 1.197 1.810 0.19
O 2.553 2.123 -0.104 0.18
S -0.581 0.625 -1.924 0.50
S -0.999 -0.587 0.787 0.42
Br 1.338 -2.068 -0.775 -0.29
H 0.643 0.757 -2.442 -0.15
H 0.094 -0.857 1.538 -0.17

*Q*
9
Properties=species:S:1:pos:R:3:lowdin_charge:R:1 method="wB97M-V/def2-TZVPD" lumo_energy_ha=0.0956 orbital_gap_ev=7.07 charge=-1
C -0.221 0.627 -0.043 -0.88
C -0.315 -0.821 0.107 -1.26
O -0.501 1.196 -1.271 -0.02
O -0.219 1.310 0.991 -0.09
S -0.561 -1.739 -1.203 0.62
S -0.405 -1.446 1.736 0.72
Br 2.358 0.384 -0.187 -0.10
H -0.299 0.659 -2.066 0.07
H 0.163 -0.170 1.935 -0.06

Most favorable structure: *Q*. The second most favorable one is 1.262 eV above it.

*P*
20
Properties=species:S:1:pos:R:3:lowdin_charge:R:1 method="wB97M-V/def2-TZVPD" lumo_energy_ha=0.0318 orbital_gap_ev=9.08 charge=0
C 0.778 -1.059 1.056 -0.22
C 1.504 0.290 1.135 -0.20
C 1.364 1.225 -0.085 -0.10
C 0.038 0.903 -0.672 -0.61
N 0.072 0.134 -1.776 0.19
O -1.028 1.125 -0.180 0.05
N -0.625 -0.960 1.678 0.04
H 0.656 -1.211 0.006 0.06
H 1.434 -1.941 1.443 0.14
H 2.620 0.122 1.230 0.12
H 1.384 0.895 2.042 0.11
H 2.168 1.212 -0.747 0.09
H 1.204 2.262 0.438 0.16
H -0.879 0.013 -2.232 0.13
H 0.808 0.014 -2.301 0.03
H -1.056 -1.871 1.832 0.07
H -1.139 -0.225 1.535 -0.04
H -3.632 -0.736 -1.906 0.02
H -2.839 0.282 -0.991 -0.02
O -2.831 -0.476 -1.503 -0.01

*Q*
20
Properties=species:S:1:pos:R:3:lowdin_charge:R:1 method="wB97M-V/def2-TZVPD" lumo_energy_ha=0.0274 orbital_gap_ev=9.79 charge=0
N 0.991 0.232 -1.691 0.04
C -2.489 0.528 -1.332 -0.09
C -1.131 0.924 -0.696 -0.20
C -0.076 -0.213 -0.796 -0.34
C 0.491 -0.703 0.527 -0.49
N -0.299 -1.415 1.337 0.19
O 1.573 -0.214 0.853 0.03
H 1.116 -0.444 -2.432 0.07
H 1.759 0.644 -1.193 0.07
H -2.871 1.452 -1.736 0.06
H -3.251 0.186 -0.630 0.06
H -2.348 -0.219 -2.104 0.07
H -0.720 1.798 -1.229 0.10
H -1.027 1.455 0.267 0.12
H -0.602 -1.122 -1.249 0.15
H -1.186 -1.788 1.013 0.12
H -0.138 -1.436 2.339 0.13
H 4.131 0.151 3.172 0.02
H 2.901 -0.065 2.351 -0.01
O 3.176 0.250 3.231 -0.08

*R*
20
Properties=species:S:1:pos:R:3:lowdin_charge:R:1 method="wB97M-V/def2-TZVPD" lumo_energy_ha=-0.1699 orbital_gap_ev=4.04 charge=0
C 0.354 -0.567 -0.814 -0.17
C -1.155 -0.586 -0.599 -0.15
C -1.843 -1.717 -0.486 0.04
O 0.379 -2.591 1.267 -0.28
N 1.115 -0.338 0.413 0.14
C 0.925 0.956 1.048 -0.24
N 1.174 2.065 0.196 0.08
H 0.647 -1.519 -1.248 0.13
H 0.672 0.238 -1.458 0.11
H -1.678 0.378 -0.575 0.10
H -1.266 -2.613 -0.342 0.05
H -2.913 -1.754 -0.520 0.06
H 1.001 -1.305 0.954 0.05
H 1.631 1.042 1.894 0.15
H -0.105 0.887 1.523 0.21
H 1.550 2.842 0.721 0.09
H 0.283 2.284 -0.483 0.01
H -0.852 3.179 -1.845 -0.03
H 0.612 -3.174 1.995 -0.04
O -0.531 2.293 -1.639 -0.29

*S*
20
Properties=species:S:1:pos:R:3:lowdin_charge:R:1 method="wB97M-V/def2-TZVPD" lumo_energy_ha=0.0272 orbital_gap_ev=10.17 charge=0
C -0.976 0.913 -0.416 -0.29
N -0.227 0.919 0.717 -0.11
C -0.421 -0.094 1.722 -0.06
C 1.243 1.297 0.653 -0.08
C 2.073 0.150 -0.163 -0.21
N 1.553 -0.234 -1.481 0.06
O -2.043 0.249 -0.446 -0.05
H -0.636 1.495 -1.286 0.14
H -0.693 -1.039 1.278 0.06
H -1.308 0.058 2.372 0.11
H 0.477 -0.229 2.330 0.09
H 1.369 2.206 0.055 0.11
H 1.675 1.367 1.578 0.07
H 3.109 0.322 -0.048 0.08
H 2.155 -0.751 0.379 0.09
H 1.368 0.488 -2.048 0.01
H 2.129 -0.827 -1.948 0.04
H -1.103 -2.344 -1.374 0.10
H -1.889 -1.545 -0.279 0.02
O -1.388 -2.448 -0.359 -0.18

Most favorable structure: *Q*. The second most favorable one is 1.056 eV above it.

*P*
20
Properties=species:S:1:pos:R:3:lowdin_charge:R:1 method="wB97M-V/def2-TZVPD" lumo_energy_ha=-0.0179 orbital_gap_ev=7.68 charge=0
C 1.066 -0.111 -0.385 -0.56
C 0.711 -0.476 -1.819 -0.08
C 1.639 -1.283 0.386 -0.07
O 1.958 0.981 -0.417 -0.06
H 2.156 1.246 0.494 0.08
H -0.103 0.390 -0.106 0.11
H -0.035 -1.274 -1.833 0.08
H 1.602 -0.813 -2.360 0.08
H 0.289 0.387 -2.340 0.08
H 0.891 -2.071 0.504 0.08
H 1.976 -0.980 1.381 0.07
H 2.516 -1.699 -0.124 0.08
C -2.634 0.313 0.436 -0.13
N -1.383 1.041 0.449 -0.13
N -0.440 0.548 1.715 0.03
O 0.210 1.435 2.161 0.03
H -1.508 2.038 0.608 0.10
H -3.311 0.723 -0.322 0.08
H -3.163 0.335 1.397 0.07
H -2.438 -0.731 0.175 0.08

*Q*
20
Properties=species:S:1:pos:R:3:lowdin_charge:R:1 method="wB97M-V/def2-TZVPD" lumo_energy_ha=0.0319 orbital_gap_ev=9.77 charge=0
C -2.034 0.292 1.223 -0.11
N -0.765 -0.400 1.340 -0.06
C 0.507 0.255 1.109 -0.65
O 0.388 1.651 1.147 0.02
O 1.523 -0.272 1.586 0.00
H 1.260 1.926 1.476 0.12
H -0.691 -1.083 2.085 0.13
H -2.027 1.266 1.717 0.08
H -2.233 0.446 0.161 0.07
H -2.840 -0.324 1.627 0.08
C 1.643 0.436 -1.677 -0.12
C -0.181 -1.473 -1.015 0.04
N 0.408 0.180 -0.961 -0.12
H -0.176 1.003 -0.846 0.09
H 2.468 0.037 -1.084 0.08
H 1.618 -0.012 -2.676 0.07
H 1.787 1.510 -1.832 0.09
H 0.648 -2.025 -0.580 0.07
H -1.162 -1.823 -0.702 0.06
H -0.140 -1.590 -2.097 0.05

*R*
20
Properties=species:S:1:pos:R:3:lowdin_charge:R:1 method="wB97M-V/def2-TZVPD" lumo_energy_ha=-0.1678 orbital_gap_ev=3.57 charge=0
C -0.397 1.079 -0.894 -0.26
C 0.888 0.580 -0.221 -0.19
C 0.612 -0.682 0.568 -0.15
C -0.299 -0.364 1.757 -0.54
N 0.106 0.800 2.437 0.20
O -1.663 -0.345 1.331 -0.01
N -0.885 0.191 -1.856 0.11
H -1.187 1.225 -0.060 0.16
H -0.118 2.070 -1.360 0.14
H 1.270 1.330 0.443 0.10
H 1.620 0.263 -0.998 0.12
H 1.539 -0.898 1.040 0.11
H 0.245 -1.524 0.063 0.10
H -0.201 -1.249 2.376 0.15
H -0.241 0.637 3.358 0.03
H -1.078 0.699 -2.741 0.12
H 0.985 -2.268 -2.444 -0.04
H -0.184 -0.533 -2.179 0.02
H -2.104 0.306 1.894 0.10
O 1.093 -1.317 -2.516 -0.26

Most favorable structure: *Q*. The second most favorable one is 2.482 eV above it.

*P*
20
Properties=species:S:1:pos:R:3:lowdin_charge:R:1 method="wB97M-V/def2-TZVPD" lumo_energy_ha=0.0299 orbital_gap_ev=8.01 charge=0
C -0.804 -1.727 -1.011 -0.38
C -0.510 0.281 0.327 -0.26
C 0.518 -0.355 -0.417 -0.06
C 1.467 2.523 -0.198 -0.23
N 1.096 1.398 0.631 -0.15
N -0.970 -0.238 1.517 0.09
O -2.150 -1.755 -0.637 -0.04
O -0.146 -2.875 -0.528 -0.06
H -2.171 -1.582 0.323 0.07
H -0.701 -3.640 -0.752 0.09
H -0.770 -1.666 -2.102 0.12
H 1.462 1.468 1.578 0.05
H -1.209 0.923 -0.197 0.15
H -0.264 -0.701 2.076 0.11
H -1.527 0.397 2.070 0.11
H 1.209 -1.030 0.072 0.10
H 0.766 0.061 -1.384 0.10
H 1.075 2.391 -1.216 0.06
H 1.071 3.486 0.160 0.05
H 2.557 2.638 -0.313 0.07

*Q*
20
Properties=species:S:1:pos:R:3:lowdin_charge:R:1 method="wB97M-V/def2-TZVPD" lumo_energy_ha=0.0288 orbital_gap_ev=9.49 charge=0
C -0.733 -1.981 -1.679 -0.09
N -0.487 -0.534 -1.189 -0.10
C -2.313 0.536 0.248 -0.07
C -0.915 -0.357 0.219 -0.26
C 0.070 0.707 0.781 -0.44
N -0.250 2.100 0.701 0.17
O 0.979 0.258 1.440 0.06
H -1.732 -2.351 -1.651 0.05
H -0.360 -1.938 -2.723 0.07
H 0.038 -2.665 -1.135 0.10
H 0.237 0.089 -1.620 0.13
H -2.484 1.222 1.059 0.05
H -3.241 -0.044 0.293 0.04
H -2.495 0.985 -0.847 0.11
H -0.949 -1.177 0.880 0.12
H 0.423 2.702 1.139 0.11
H -0.350 2.311 -0.162 0.00
H 2.340 -0.410 0.187 -0.07
H 3.559 -1.247 -0.533 0.04
O 3.211 -0.493 -0.049 -0.03

Most favorable structure: *Q*. The second most favorable one is 2.020 eV above it.

*P*
20
Properties=species:S:1:pos:R:3:lowdin_charge:R:1 method="wB97M-V/def2-TZVPD" lumo_energy_ha=0.0276 orbital_gap_ev=9.97 charge=0
C -2.048 -0.943 1.715 -0.37
N -1.521 0.168 1.154 0.03
C -0.096 0.408 1.300 -0.19
C 0.799 -0.559 0.522 -0.21
N 0.697 -0.336 -0.923 -0.15
C 1.975 -0.115 -1.594 -0.12
O -1.435 -1.718 2.417 0.01
H -3.134 -1.014 1.527 0.13
H -1.941 0.556 0.316 0.10
H 0.187 1.418 0.998 0.12
H 0.146 0.302 2.361 0.12
H 0.595 -1.599 0.773 0.12
H 1.816 -0.309 0.844 0.12
H 0.182 -1.067 -1.389 0.11
H 2.770 -0.742 -1.180 0.08
H 1.835 -0.293 -2.661 0.08
H 2.272 0.937 -1.535 0.08
H -0.492 1.145 -1.198 -0.01
H -1.242 2.315 -1.917 0.04
O -1.366 1.446 -1.528 -0.08

*Q*
20
Properties=species:S:1:pos:R:3:lowdin_charge:R:1 method="wB97M-V/def2-TZVPD" lumo_energy_ha=0.0280 orbital_gap_ev=9.78 charge=0
C -1.197 -1.269 1.796 -0.37
N -0.567 -0.145 1.368 0.02
C 0.601 -0.264 0.549 -0.20
C 0.350 -0.539 -0.967 -0.21
N 0.788 0.597 -1.764 -0.15
C 2.224 0.648 -2.017 -0.12
O -0.809 -2.388 1.550 0.02
H -2.077 -1.029 2.407 0.13
H -0.783 0.795 1.652 0.12
H 1.200 0.638 0.652 0.12
H 1.351 -0.988 0.889 0.12
H -0.723 -0.594 -1.117 0.12
H 0.969 -1.408 -1.206 0.11
H 0.271 0.615 -2.635 0.10
H 2.700 1.497 -1.526 0.07
H 2.683 -0.237 -1.580 0.07
H 2.483 0.679 -3.072 0.08
H -1.263 1.743 -0.621 0.01
H -1.272 3.232 -0.491 0.04
O -1.511 2.440 -0.001 -0.06

Most favorable structure: *P*. The second most favorable one is 0.508 eV above it.

*P*
25
Properties=species:S:1:pos:R:3:lowdin_charge:R:1 method="wB97M-V/def2-TZVPD" lumo_energy_ha=0.0339 orbital_gap_ev=9.05 charge=0
C -0.125 0.207 0.113 -0.55
C 2.382 0.402 0.639 -0.19
C -1.355 -0.956 0.534 -0.15
C 1.414 -1.377 -0.941 -0.12
C -0.399 0.849 -1.252 -0.03
C -2.783 -0.532 0.248 -0.13
N 1.101 -0.520 0.186 -0.13
N -0.120 1.276 1.100 0.07
O 2.428 1.694 0.136 -0.07
H 1.617 2.132 0.453 0.06
H -0.976 1.814 1.032 0.09
H -0.041 0.886 2.033 0.09
H 3.296 -0.101 0.326 0.11
H 2.277 0.376 1.729 0.10
H -1.140 -1.899 0.038 0.08
H -1.212 -1.122 1.603 0.09
H 1.964 -2.237 -0.557 0.08
H 0.533 -1.765 -1.448 0.07
H 2.015 -0.888 -1.715 0.09
H -1.310 1.444 -1.203 0.07
H 0.416 1.513 -1.529 0.08
H -0.540 0.103 -2.027 0.08
H -2.927 -0.370 -0.821 0.06
H -3.481 -1.316 0.547 0.07
H -3.035 0.386 0.777 0.06

*Q*
25
Properties=species:S:1:pos:R:3:lowdin_charge:R:1 method="wB97M-V/def2-TZVPD" lumo_energy_ha=0.0295 orbital_gap_ev=8.26 charge=0
C 1.477 -0.618 -0.408 -0.28
C -0.333 -2.038 0.531 -0.35
C 1.104 0.685 -0.250 -0.19
C -1.801 1.779 -1.470 -0.18
C -0.479 -1.458 1.909 -0.05
C 1.433 1.483 0.970 -0.11
N -1.451 0.998 -0.294 -0.07
N 1.531 -1.193 -1.703 0.03
O -1.170 -1.887 -0.363 -0.03
H -1.497 -0.013 -0.486 0.04
H -2.081 1.196 0.473 0.07
H 2.161 -1.052 0.313 0.12
H 0.330 -2.921 0.499 0.12
H 0.916 1.256 -1.147 0.10
H 0.620 -1.171 -2.149 0.07
H 1.853 -2.150 -1.694 0.07
H -2.783 1.536 -1.884 0.06
H -1.057 1.596 -2.243 0.06
H -1.781 2.846 -1.233 0.07
H -1.048 -2.158 2.520 0.09
H 0.499 -1.327 2.371 0.07
H -1.000 -0.500 1.882 0.07
H 1.757 0.857 1.801 0.06
H 0.572 2.059 1.313 0.06
H 2.229 2.193 0.744 0.07

Most favorable structure: *P*. The second most favorable one is 1.076 eV above it.